Entry 1:
{"formula": "C5H10N2O4", "method": "ωB97M-V/def2-TZVPD", "orbital_gap_ev": [7.774, 6.499], "s_squared": 2.01, "e_above_lowest_kcal_mol": 18.37, "lumo_energy_ev": [0.715, -3.343], "homo_energy_ha": [-0.2594, -0.3617], "multiplicity": 3, "elements": ["C", "C", "C", "C", "C", "N", "N", "O", "O", "O", "O", "H", "H", "H", "H", "H", "H", "H", "H", "H", "H"], "positions_angstrom": [[1.415, 1.561, 0.113], [1.807, 2.709, -0.757], [-3.069, -1.285, 0.081], [-1.774, -0.701, 0.550], [0.672, -0.651, 0.362], [-0.530, -1.140, -0.131], [1.849, -1.619, 0.035], [1.508, 1.616, 1.316], [1.482, -2.711, -0.305], [2.980, -1.171, -0.019], [1.018, 0.472, -0.547], [2.893, 2.988, -0.863], [1.352, 2.805, -1.824], [1.516, 3.567, -0.240], [-3.091, -2.232, 0.498], [-4.016, -0.744, 0.378], [-2.944, -1.564, -1.010], [-1.696, 0.479, 0.421], [-1.518, -0.806, 1.554], [0.846, -0.577, 1.498], [-0.701, -0.998, -1.112]]}

Entry 2:
{"formula": "C20H25N3O4", "method": "ωB97M-V/def2-TZVPD", "orbital_gap_ev": 8.083, "e_above_lowest_kcal_mol": 47.66, "lumo_energy_ev": 0.327, "smiles": "COCCCNC(=O)c1cn(CCOC)c(=O)c2c1c1ccccc1n2C", "homo_energy_ha": -0.2850, "multiplicity": 1, "elements": ["C", "O", "C", "C", "C", "N", "C", "O", "C", "C", "N", "C", "C", "O", "C", "C", "O", "C", "C", "C", "C", "C", "C", "C", "C", "N", "C", "H", "H", "H", "H", "H", "H", "H", "H", "H", "H", "H", "H", "H", "H", "H", "H", "H", "H", "H", "H", "H", "H", "H", "H", "H"], "positions_angstrom": [[1.654, 5.148, 2.083], [2.922, 4.823, 1.553], [2.938, 4.586, 0.169], [2.119, 3.368, -0.273], [2.517, 2.123, 0.526], [1.573, 1.041, 0.356], [0.405, 1.014, 1.041], [0.096, 1.864, 1.854], [-0.495, -0.112, 0.672], [-1.826, 0.164, 0.580], [-2.752, -0.735, 0.161], [-4.139, -0.334, 0.042], [-4.513, 0.056, -1.397], [-3.861, 1.226, -1.843], [-2.713, 1.014, -2.627], [-2.443, -2.032, -0.235], [-3.324, -2.774, -0.660], [-1.052, -2.355, -0.075], [-0.087, -1.443, 0.375], [1.141, -2.171, 0.469], [2.428, -1.878, 0.926], [3.385, -2.866, 0.891], [3.093, -4.147, 0.415], [1.828, -4.477, -0.015], [0.849, -3.487, 0.025], [-0.472, -3.575, -0.303], [-1.129, -4.767, -0.763], [1.184, 5.956, 1.508], [1.833, 5.490, 3.101], [0.984, 4.284, 2.109], [2.576, 5.475, -0.373], [3.993, 4.434, -0.075], [2.271, 3.208, -1.342], [1.058, 3.560, -0.103], [2.529, 2.384, 1.587], [3.510, 1.777, 0.234], [1.709, 0.398, -0.407], [-2.191, 1.151, 0.820], [-4.321, 0.509, 0.709], [-4.761, -1.185, 0.332], [-4.312, -0.787, -2.066], [-5.586, 0.273, -1.417], [-2.384, 2.000, -2.951], [-2.942, 0.402, -3.507], [-1.904, 0.534, -2.066], [2.663, -0.903, 1.323], [4.383, -2.653, 1.245], [3.873, -4.894, 0.399], [1.597, -5.473, -0.361], [-1.041, -5.561, -0.018], [-2.181, -4.542, -0.928], [-0.680, -5.110, -1.698]]}

Entry 3:
{"formula": "C13H19N7O2PPt", "method": "ωB97M-V/def2-TZVPD", "orbital_gap_ev": [4.902, 4.890], "e_above_lowest_kcal_mol": 0.00, "lumo_energy_ev": [-12.985, -12.996], "homo_energy_ha": [-0.6573, -0.6573], "multiplicity": 1, "total_charge": 3, "elements": ["Pt", "O", "C", "C", "C", "C", "C", "C", "C", "N", "C", "C", "N", "H", "H", "H", "H", "H", "H", "H", "C", "P", "C", "C", "O", "H", "H", "H", "H", "H", "H", "H", "H", "H", "N", "N", "N", "C", "N", "N", "H", "H", "H"], "positions_angstrom": [[-0.116, 0.569, 0.121], [-0.764, -1.776, -0.667], [-0.160, -2.645, -1.248], [-0.829, -3.891, -1.676], [-0.134, -4.857, -2.292], [1.267, -4.661, -2.528], [1.970, -3.523, -2.161], [1.330, -2.467, -1.523], [2.039, -1.287, -1.150], [1.662, -0.114, -0.542], [2.746, 0.668, -0.432], [3.842, 0.007, -0.970], [3.385, -1.167, -1.398], [-1.885, -3.964, -1.447], [-0.597, -5.782, -2.611], [1.812, -5.456, -3.027], [3.025, -3.497, -2.392], [2.718, 1.653, 0.005], [4.874, 0.312, -1.061], [3.971, -1.870, -1.828], [-2.669, 1.009, -3.199], [-1.390, 2.130, -2.659], [-0.017, 2.026, -3.799], [-2.029, 3.789, -2.652], [-0.917, 1.797, -1.212], [-2.985, 1.266, -4.211], [-3.529, 1.091, -2.533], [-2.306, -0.019, -3.192], [-0.341, 2.346, -4.791], [0.348, 1.001, -3.864], [0.786, 2.684, -3.465], [-2.342, 4.062, -3.661], [-1.260, 4.484, -2.315], [-2.888, 3.852, -1.983], [-1.019, -0.964, 4.905], [-0.279, -0.558, 3.878], [0.995, -0.254, 4.026], [1.340, 0.113, 2.805], [0.291, 0.035, 1.981], [-0.751, -0.423, 2.682], [-0.540, -1.082, 5.783], [-1.992, -1.152, 4.738], [2.326, 0.451, 2.540]]}